# C3H8S2

2 unconnected molecules or ions with the total composition C3H8S2 (wB97M-V/def2-TZVPD, OMol25).

## Properties
HOMO energy ... -9.36 eV
Total energy ... -915.42640 Ha
Max |F| ... 1.19 eV/Å
Spin multiplicity ... 1
Total charge ... 0
SMILES ... C=CC.SS
Frontier orbital gap ... 9.8 eV

The geometry in XYZ format:
```
13
Properties=species:S:1:pos:R:3:forces:R:3:mulliken_charge:R:1
C -0.8100 0.5171 -0.9435 -0.6453 -0.6041 -0.7955 0.067
H -1.6579 -0.6244 0.6418 -0.0649 -0.2470 -0.4743 0.266
H -1.2469 1.3938 -0.4626 0.8774 0.1970 -0.1223 0.325
H 0.1635 -0.4101 -2.5801 0.1880 0.1323 0.5116 0.234
H -2.2366 -1.1845 -0.9683 0.0003 0.5038 0.1539 0.299
C -0.0022 0.5045 -2.0022 0.0666 0.2121 0.3141 -0.736
H 0.5099 -0.8929 2.6151 0.1084 -0.2190 -0.3429 0.141
H 0.5678 1.3637 -2.3155 -0.2908 0.3378 -0.2816 0.275
H -0.6284 -1.5635 -0.4559 -0.0211 0.1868 0.0801 0.280
C -1.3796 -0.7653 -0.4190 -0.1017 -0.7123 0.6339 -1.001
H 3.4394 0.5742 1.9262 -0.8999 -0.0272 0.0451 0.163
S 2.1377 0.9867 1.7232 0.9119 0.2009 -0.5667 -0.159
S 1.1434 0.1008 3.2408 -0.1289 0.0389 0.8446 -0.155
```
Forces are in eV/Å.

***

# C32H42Cl2IrN3O2Sb

A molecular structure, C32H42Cl2IrN3O2Sb (wB97M-V/def2-TZVPD, OMol25).

## Properties
HOMO energy (alpha / beta) ... -12.61 / -12.61 eV
Total energy ... -2823.73485 Ha
Max |F| ... 0.27 eV/Å
Spin multiplicity ... 2
Expectation value of S² ... 0.755
Total charge ... +2
Frontier orbital gap (alpha / beta) ... 5.4 / 4.4 eV

The geometry in XYZ format:
```
83
Properties=species:S:1:pos:R:3:forces:R:3:mulliken_charge:R:1
H -1.9680 0.0894 0.6962 0.0473 0.0364 0.0069 0.294
H 1.3988 -5.5498 -7.7172 0.0037 0.0018 0.0016 0.445
C 3.2063 -5.0927 -8.7876 0.0104 -0.0050 -0.0165 -0.509
H -1.7767 -4.9744 3.3896 0.0117 0.0006 0.0079 0.578
Sb 0.9009 -2.3423 1.9150 -0.0263 -0.1148 -0.1362 -1.140
H 3.0113 -5.7960 -9.5856 0.0040 0.0051 0.0045 0.402
H 3.3047 -5.5754 1.6714 0.0275 0.0387 0.0055 0.579
H 5.6136 -2.8221 -7.9056 -0.0061 0.0001 0.0060 0.393
H 0.6477 -0.5618 5.5067 0.0111 -0.0315 0.0056 0.591
H 3.0597 -4.8116 -0.5630 -0.0165 -0.0061 0.0031 0.577
C 0.1023 4.9064 2.7050 -0.0149 0.0102 0.0160 0.027
C 2.2275 -2.6987 4.6617 0.0407 0.0228 -0.0018 -1.764
C 2.2902 -4.0721 -0.3211 -0.0498 -0.0141 -0.0014 -1.542
C 1.5576 -1.5823 3.8642 0.0055 0.1294 -0.0096 1.992
H -1.3768 0.6925 -0.8873 0.0349 -0.0007 -0.0022 0.464
Cl -1.9310 1.7196 4.0313 -0.0290 -0.0024 0.0057 -0.163
H -3.0564 -3.0786 2.4754 0.0122 -0.0013 0.0088 0.535
H 3.4469 -0.7520 3.1153 0.0019 0.0148 -0.0152 0.269
C 4.3894 -4.3222 -8.8356 -0.0080 -0.0141 -0.0109 -0.413
H 4.4549 -1.7984 -5.4491 -0.0006 0.0016 -0.0023 0.180
H 5.0665 -4.4580 -9.6680 -0.0039 -0.0031 -0.0013 0.398
H 2.4272 -3.2397 -1.0022 0.0270 0.0599 -0.0364 0.339
C 2.3076 -4.9656 -7.7592 -0.0179 0.0075 0.0216 -0.799
C 0.4974 -1.9634 -2.0851 0.0322 0.0573 -0.0234 -0.009
H 4.0548 -2.7377 2.3431 0.0161 0.0043 -0.0434 0.326
C -1.1739 -4.3007 0.8471 -0.0115 -0.0170 0.0236 -1.445
C -0.8701 -4.3631 3.3414 -0.0328 -0.0274 -0.0251 -1.494
H -0.0245 -5.0465 3.2963 0.0316 -0.0214 -0.0108 0.255
H -2.0199 -1.8055 3.1155 0.0242 -0.0097 0.0058 0.310
C 0.8638 4.4002 1.7059 0.0029 -0.0628 -0.0362 -1.331
C 2.1773 -2.1788 -3.7801 0.0149 0.0294 0.0355 0.988
C 3.8163 -2.9376 1.2991 -0.0207 0.0338 -0.0183 -1.699
H 2.8617 -0.0715 4.6268 0.0028 0.0030 -0.0107 0.553
C 4.7053 -3.4075 -7.8592 0.0070 0.0195 0.0172 -1.060
N 3.7684 -2.4914 -5.6892 0.0143 0.0355 0.0276 0.016
H 2.2104 3.3337 -0.1713 -0.0150 0.0134 -0.0066 0.399
N 1.8931 -3.7038 -5.6276 -0.0177 0.0138 0.0452 -0.578
H -0.3428 -1.8788 4.8982 -0.0162 0.0145 0.0063 0.315
C -0.0294 2.1163 2.1429 0.0293 0.0344 -0.0485 -0.074
H 3.9289 -0.9661 -3.3637 0.0038 -0.0013 0.0138 0.355
H -2.3356 -1.9131 1.3776 -0.0050 -0.0460 0.0314 0.273
H 3.1963 -2.9735 4.2462 -0.0094 -0.0335 0.0493 0.371
C 0.9208 -2.5159 -3.2638 -0.0327 -0.0004 -0.0163 -0.834
C -0.9924 -3.4666 2.1097 0.0095 0.0838 0.0545 1.392
H 1.3239 -4.5391 -0.5134 0.0262 0.0358 -0.0021 0.311
H 1.6164 -3.5966 4.7576 -0.0435 0.0418 0.0184 0.315
H -1.3918 4.4649 4.2018 0.0013 0.0026 -0.0081 0.492
H 3.8385 -1.9946 0.7483 0.0049 0.0370 -0.0259 0.238
H -1.1833 -3.6922 -0.0597 -0.0002 0.0077 0.0022 0.230
H -0.4674 -2.2273 -1.6808 0.0329 -0.0051 0.0090 0.049
H 3.0347 -0.0551 -1.2908 0.0087 0.0134 0.0101 0.557
C 1.5692 2.5924 0.3077 0.1390 -0.1338 -0.1596 -0.261
C 2.6064 -4.0376 -6.7517 0.0357 -0.0136 -0.0687 0.626
C 2.5477 -0.4357 3.6443 -0.0177 -0.0496 -0.0237 -1.450
N 1.2417 -1.0869 -1.3754 -0.0034 -0.0209 0.0312 -0.082
C -0.8289 2.7123 3.1551 -0.0451 -0.0145 0.0524 0.397
H -2.1440 -4.8022 0.9089 0.0101 -0.0103 -0.0042 0.543
H 0.2961 -3.2146 -3.8022 0.0020 0.0055 -0.0023 0.592
C -2.1533 -2.4931 2.2800 0.0188 0.0288 -0.0153 -1.464
C 2.4526 -0.7594 -1.8646 -0.0090 -0.0858 -0.0762 -0.367
C 2.4764 -4.9383 1.9946 -0.0380 -0.0004 0.0544 -1.633
H -1.6511 -1.0484 -0.6675 -0.0489 -0.0356 0.0097 0.567
Cl 0.1429 6.5758 3.1085 0.0014 -0.0121 0.0032 -0.161
C -0.7635 4.0501 3.4239 0.0051 -0.0106 0.0083 -0.480
H 2.6133 -4.7358 3.0550 -0.0033 -0.0484 -0.0132 0.325
O -0.0915 0.8346 1.9754 0.0321 0.1343 0.0306 0.029
H 2.4054 -2.3173 5.6714 0.0078 -0.0104 -0.0024 0.594
H 1.5660 -5.5199 1.8587 -0.0413 -0.0200 -0.0091 0.334
C 0.8009 3.0059 1.3874 -0.0505 0.0532 0.1467 1.245
H -0.2383 -0.3496 4.0051 -0.0333 0.0122 -0.0182 -0.009
H 4.6170 -3.5656 0.8980 -0.0197 -0.0156 0.0012 0.506
C 3.7884 -3.2818 -6.8148 -0.0123 -0.0353 -0.0086 0.769
H -0.4139 -5.0748 0.7434 -0.0041 0.0050 0.0000 0.316
H 1.5132 5.0462 1.1295 0.0014 -0.0103 0.0013 0.457
Ir 0.6003 -0.1834 0.3686 0.0043 -0.1675 -0.0585 2.408
C -1.3471 -0.1336 -0.1665 0.0295 -0.0345 -0.1052 -1.589
C 2.4881 -3.6737 1.1346 0.0307 -0.0165 0.1052 1.651
H 2.0981 0.4059 3.1160 -0.0239 -0.0111 0.0015 0.102
C 0.3206 -1.0699 4.5942 0.0228 -0.0352 0.0637 -1.700
O 1.6260 1.4361 -0.2428 -0.0958 0.1875 0.1709 -0.622
C 2.9448 -1.2764 -3.0418 -0.0017 0.0055 0.0186 -0.745
H -0.8179 -3.7977 4.2702 0.0077 0.0106 -0.0111 0.306
C 2.6062 -2.7865 -5.0240 -0.0232 -0.0428 -0.0566 -0.159
```
Forces are in eV/Å.

***

# C10H25F2KN2O2

A molecular structure, C10H25F2KN2O2 (wB97M-V/def2-TZVPD, OMol25).

## Properties
HOMO energy ... -6.51 eV
Total energy ... -1455.50016 Ha
Max |F| ... 4.16 eV/Å
Spin multiplicity ... 1
Total charge ... 0
Frontier orbital gap ... 5.2 eV

The geometry in XYZ format:
```
42
Properties=species:S:1:pos:R:3:forces:R:3:mulliken_charge:R:1
H -5.0960 -0.4677 -3.4957 -0.2700 -0.0187 -0.2238 0.311
H -1.2234 1.1894 -2.1603 -0.1957 0.1084 0.1151 0.308
C -0.8300 -0.5480 -0.9082 0.0322 0.0103 -0.6416 0.040
H 5.0023 -1.4108 2.6588 0.0131 0.0228 0.0558 0.396
O -2.6768 0.9232 0.5057 0.1617 0.2843 -0.0203 -0.545
H -4.1208 -1.7607 -2.8857 0.1866 -0.3979 0.1430 0.280
H 5.0166 0.9564 2.0735 -0.5818 0.3294 0.2225 0.420
H -3.2295 -0.8704 1.3354 -0.1292 -0.0221 0.2091 0.362
C -0.9616 0.1312 -2.2987 0.3467 -0.3284 -0.4539 -0.899
H 2.8697 -0.2470 0.4018 -0.0052 0.0393 0.0923 0.229
H 3.2443 -1.5263 2.6178 -0.0525 0.0523 0.0855 0.377
H 2.8235 1.5435 3.3574 0.0685 -0.1269 0.0535 0.417
H -4.0476 -0.4467 -0.1586 -0.1708 -0.1136 -0.1251 0.414
H 0.0449 0.1398 -2.7248 0.1965 0.1668 0.0136 0.390
H -0.5159 0.2138 -0.2012 0.0537 0.0300 0.2450 -0.086
C 4.0490 0.4091 1.9838 0.6154 -0.7988 0.2366 0.158
N -1.8338 -0.5426 -3.2441 0.6444 0.0517 0.0986 -0.768
H -3.4443 1.5000 0.4384 0.1086 -0.2180 0.0655 0.269
N 3.8640 -0.0093 0.5354 -0.5704 -0.0853 -0.3319 -0.199
H 4.0600 0.7676 -0.0949 0.1486 0.0353 0.0958 0.379
C -2.0596 -1.2863 -0.4236 -0.3443 0.3043 0.7693 -0.794
H -3.2424 0.4834 -2.3271 -0.6016 1.1091 -0.3026 -0.159
C 4.0801 -0.8505 2.8328 -0.0698 -0.2793 -0.3443 -1.435
C 2.8968 1.3371 2.2943 -0.0410 0.2435 -0.7395 -0.732
F -3.0754 1.1893 -4.3360 -0.2213 0.2878 -1.0657 -0.472
H 3.0700 2.2882 1.7928 0.0143 0.0382 0.0755 0.296
C 0.8249 0.1287 2.6525 -0.0938 -0.1982 -0.2917 -0.566
H -4.0643 -1.3559 -4.6219 0.1261 -0.2762 -0.2471 0.367
C -3.0265 0.0047 -3.2964 0.9983 -3.0718 2.6234 0.745
C -4.1332 -0.9708 -3.6159 -0.7208 1.2700 -0.5288 -1.288
H 1.0496 -0.9420 2.6687 -0.0518 -0.0175 0.1830 0.258
F 5.2388 2.2819 2.9509 0.3537 0.3793 0.1818 -0.859
H -1.7476 -2.0840 0.2417 0.1427 -0.1887 0.1912 0.459
O 1.6846 0.7937 1.7386 -0.1201 0.1228 0.3450 -0.275
H -0.0322 -1.2837 -0.9605 0.2274 -0.1760 -0.1085 0.455
H 4.0465 -0.5856 3.8862 0.0488 0.0994 -0.0094 0.325
H 0.9007 0.5321 3.6637 0.1035 0.0608 -0.0218 0.370
H -2.5810 -1.7710 -1.2334 0.1237 -0.0926 -0.5222 0.300
K -3.9788 3.1337 -4.5650 -0.4694 1.1638 -0.1321 0.994
H -0.1990 0.2551 2.2998 0.0126 0.0355 -0.0236 0.082
H 4.4381 -0.8065 0.2740 0.1100 0.0608 0.0816 0.356
C -3.0850 -0.4363 0.3481 -0.1275 0.1042 -0.0490 -0.678
```
Forces are in eV/Å.

***

# C31H57N2O2P2PtS

A molecular structure, C31H57N2O2P2PtS (wB97M-V/def2-TZVPD, OMol25).

## Properties
HOMO energy (alpha / beta) ... -6.67 / -10.90 eV
Total energy ... -2675.37851 Ha
Max |F| ... 2.71 eV/Å
Spin multiplicity ... 3
Expectation value of S² ... 2.026
Total charge ... +1
Frontier orbital gap (alpha / beta) ... 4.7 / 6.7 eV

The geometry in XYZ format:
```
96
Properties=species:S:1:pos:R:3:forces:R:3:mulliken_charge:R:1
H -2.9366 1.8746 1.4045 -0.0061 0.0219 -0.1996 0.330
H -3.9113 -0.0968 -2.3568 -0.0424 0.2119 0.1421 0.284
C -0.4836 -2.3589 -1.3070 -0.0200 0.1770 -0.2064 0.381
C -2.0340 -3.2007 1.3649 0.2934 0.0855 0.0144 -1.725
P -2.1872 -0.6599 0.1491 -0.3555 -0.7441 -0.5059 -0.629
H -1.6948 -0.8521 -2.1979 0.0688 -0.1807 0.1863 0.606
C -1.6425 2.8810 -4.8207 -0.4837 -0.2249 0.0512 -1.681
H -0.1089 5.1511 -4.3429 -0.0023 -0.2598 0.0709 0.420
C 2.7060 0.2276 -2.3403 -0.1438 -0.0660 -0.0710 -1.389
C -0.0254 1.4415 1.5260 -0.5763 1.8894 1.1475 0.605
H -0.2893 0.5306 4.5011 0.0162 -0.2879 0.0418 0.109
H -1.5378 -2.8072 6.2223 0.1624 0.0509 -0.0407 0.426
H -4.3627 1.6006 -2.0581 0.1472 -0.2546 0.0776 0.579
H -1.8473 -3.7556 0.4338 -0.0161 0.1085 0.2721 0.309
H -5.4235 -0.4920 -0.3870 0.1683 0.3000 0.1930 0.354
H -0.7810 -4.0171 5.1640 0.0950 0.2394 -0.1023 0.338
H 5.0426 1.4402 -2.0568 -0.1399 -0.1695 0.2549 0.539
H -2.4601 -3.9052 2.0957 0.0637 0.1414 -0.2165 0.656
H 2.8633 -4.1843 -0.7742 -0.1429 0.0105 -0.2069 0.551
P 2.4671 0.1166 0.4466 -0.1594 0.0520 -0.0451 -0.752
H -5.0776 0.2330 1.2223 -0.0501 0.0073 -0.4029 0.332
C -0.3191 2.9997 -4.0659 0.1736 0.0984 -0.1128 1.913
H -2.4822 3.1539 -4.1705 0.1074 -0.0229 -0.1562 0.348
H -4.4611 -3.6643 0.8433 0.1450 0.2303 -0.1078 0.526
H 5.4955 -0.0367 1.0220 -0.1421 -0.0958 0.2154 0.287
H -1.0049 -3.8776 -2.7073 0.2484 -0.0953 0.1377 0.578
C -3.4533 -1.4997 2.5158 0.0935 0.1885 0.2372 -1.493
H 3.1833 0.6749 -3.2277 -0.1579 -0.0969 0.2590 0.517
H 0.8158 4.4973 -2.9705 -0.1776 0.0156 -0.1329 0.330
C 1.9264 -3.6794 -0.9905 0.3981 1.0052 0.4857 -0.950
H 0.6557 -0.4243 5.7075 -0.1720 0.0924 -0.0698 0.419
H 3.5025 0.2795 4.0403 -0.0529 -0.0070 -0.0966 0.575
H 1.1501 -5.1400 -2.3601 -0.0239 0.2037 0.1726 0.427
H -1.7944 1.8485 -5.1561 -0.0192 0.1859 -0.0043 0.362
C -4.2805 -2.6572 0.4366 -0.1745 -0.0328 0.1488 -1.750
C -3.0903 1.9696 0.3215 -0.0217 0.1624 -0.0189 -1.821
H 2.3763 -0.7987 3.1866 0.0580 0.2063 -0.0236 0.263
H 2.9969 -0.8294 -2.2970 0.0014 0.2093 -0.1364 0.320
C 3.8894 2.0687 1.9815 0.0869 0.1201 0.0131 -1.951
N 0.4782 -1.8109 -0.5547 -0.0288 0.8480 0.2085 0.509
C 3.1802 0.9757 -1.0880 0.0817 0.0450 0.0329 2.626
H -1.6582 3.5352 -5.7012 0.1379 -0.0944 0.2477 0.429
C -3.0437 -2.0632 1.1494 0.0214 0.4196 0.1055 2.387
H 5.4594 0.0354 2.7834 -0.1924 -0.0871 -0.1735 0.529
H 3.6932 -2.1134 0.3630 -0.2065 0.1892 -0.1179 0.382
H -2.6134 -2.2820 -1.7067 0.2925 0.1352 0.0827 0.585
O 0.6387 -2.1126 3.4599 -0.3104 -0.1285 0.3572 -0.738
H 1.9977 0.9272 3.3915 0.0280 -0.1657 -0.1168 0.334
C 3.5652 0.5644 1.9182 -0.1563 0.2912 0.1060 2.509
C 2.8031 0.2104 3.1979 -0.0975 -0.1345 0.2012 -1.880
H 0.6979 1.5793 -5.3553 0.0494 0.1746 0.0358 0.375
H 0.8684 3.2719 -5.8619 -0.0766 -0.0915 0.2596 0.441
C 4.8719 -0.2414 1.8962 0.1772 -0.0393 -0.0679 -1.876
H -2.1677 2.3409 -0.1396 -0.1209 -0.0905 0.1840 0.223
H 1.6196 0.2868 -2.4636 0.2174 -0.0816 0.0656 -0.037
H -4.1585 -2.7656 -0.6481 -0.0802 0.0045 0.2543 0.129
H -5.5820 1.2405 -0.1305 0.2564 -0.2207 0.0700 0.550
H 2.9832 2.6752 2.0979 0.1349 -0.1105 -0.0232 0.327
O -0.0968 2.3746 2.2275 0.1321 -0.5262 -0.3339 -0.724
C 0.8326 2.6048 -4.9911 0.3951 -0.2735 -0.0678 -1.485
C -3.5353 0.6467 -0.3190 0.1680 0.0170 0.0315 2.581
H -2.6627 1.1656 -2.2591 -0.2663 -0.1283 0.0899 0.055
H 2.7444 2.9021 -0.1127 -0.0098 -0.0551 -0.3419 0.028
Pt 0.1177 -0.0427 0.4750 0.6074 -1.6546 0.0719 2.673
C 2.6545 2.4187 -1.0937 -0.0713 0.2042 -0.0339 -1.022
H -2.5705 -1.1409 3.0706 -0.6338 -0.1100 -0.3881 0.080
H 3.2367 3.0143 -1.8161 -0.1646 -0.1631 0.1659 0.544
H -3.9100 -2.3079 3.1072 0.1006 0.1823 -0.0769 0.515
H -1.1273 -0.2111 5.8995 0.1704 0.0636 -0.0622 0.473
H -4.1843 -0.6865 2.4427 0.2447 -0.3185 0.0757 0.077
C 4.7160 0.9642 -1.1167 0.2092 0.0747 -0.1443 -1.896
C 1.7319 -2.3902 -0.4281 -0.8185 -0.8252 -0.6057 0.629
H 5.1792 1.5290 -0.3022 -0.1091 -0.2157 -0.2802 0.385
C -0.2297 -3.5194 -2.0338 -0.0417 -0.1037 0.1637 -0.721
N -0.4934 1.3502 -1.9966 0.2091 1.4954 -2.2450 -0.475
H 4.4556 2.4436 1.1227 -0.1910 -0.0833 0.2853 0.352
C -4.9761 0.3595 0.1395 -0.2206 0.0391 0.0087 -1.942
H 1.8001 2.6575 -4.4746 -0.2119 0.0227 -0.1049 0.209
C -0.3679 2.0701 -2.9069 -0.3977 -0.9471 1.1678 -0.095
C 0.9733 -4.2000 -1.8398 -0.4339 -0.3830 -0.3334 -0.931
H 4.5159 2.2354 2.8700 -0.1996 -0.0505 -0.1469 0.540
H -1.0784 -2.8401 1.7743 -0.1625 -0.0965 -0.2207 0.051
H 1.5986 2.4438 -1.3843 0.2835 0.0037 0.1714 -0.280
H 0.2684 -2.9369 6.1481 -0.2335 -0.1490 -0.0043 0.381
C -1.7997 -1.6092 -1.4069 0.1728 0.0312 -0.2258 -1.916
C -3.6111 0.8250 -1.8398 0.1087 0.0843 -0.2817 -1.813
H 4.6778 -1.3156 1.9440 0.1022 0.1300 0.1406 0.375
H -5.1933 -2.0844 0.6318 0.3534 -0.2092 -0.0645 0.410
H -0.9446 4.6833 -2.8476 0.1658 -0.0131 -0.1401 0.377
C -0.3033 -0.3246 5.1862 0.0424 -0.0981 0.3838 -1.026
C -0.6710 -3.0158 5.5878 0.2588 0.2058 0.3326 -1.370
C -0.1259 4.4175 -3.5283 0.0397 0.3053 0.4055 -1.551
S -0.6051 -1.8206 4.2480 0.4857 -0.2214 -0.4916 1.000
H -3.8856 2.7139 0.1634 0.2386 -0.1352 0.0314 0.539
C 2.7413 -1.6203 0.1694 0.3574 -0.6267 0.0888 -1.716
H 5.1128 -0.0588 -1.1166 -0.0540 0.1892 0.0029 0.344
```
Forces are in eV/Å.

***

# C4HO3

A gas-phase ion, C4HO3 (charge -1) (wB97M-V/def2-TZVPD, OMol25).

## Properties
HOMO energy ... -3.37 eV
Total energy ... -378.71175 Ha
Max |F| ... 4.19 eV/Å
Spin multiplicity ... 1
Total charge ... -1
SMILES ... C#CC(=O)C(=O)[O-]
Frontier orbital gap ... 7.6 eV

The geometry in XYZ format:
```
8
Properties=species:S:1:pos:R:3:forces:R:3:mulliken_charge:R:1
O -1.5512 -1.4603 -2.9369 0.0653 0.0013 -0.1474 -0.577
H -0.3464 0.4603 1.0425 0.2181 0.0812 -0.1622 0.356
C -1.4024 -1.3797 -1.7421 -1.2143 -1.6437 0.2069 0.283
C -2.1591 -2.4017 -0.4523 1.9560 0.6060 -3.6565 0.601
O -1.9265 -3.5615 -0.6706 0.0455 -1.9425 0.0494 -0.629
C -0.6465 -0.4279 -1.0061 0.4923 0.5051 -0.0904 -0.290
C -0.4088 0.0917 0.0450 0.3807 0.8828 1.0972 -0.157
O -2.6967 -1.7007 0.3307 -1.9436 1.5097 2.7030 -0.587
```
Forces are in eV/Å.